Entry from the OMol25 dataset: an isolated ion of composition C3H11N2S and charge +1 at a distorted geometry (ωB97M-V with the def2-TZVPD basis set).

Last column: Löwdin charge in e.
Positions of all 17 atoms, in Å:
1 C -0.8620 -1.3750 0.9034  -0.05
2 C -0.5692 -0.1097 0.0765  -0.48
3 N -1.0106 -0.1429 -1.4523  0.22
4 N 0.7216 0.3090 0.2316  -0.50
5 C 1.0536 1.7503 0.1367  -0.11
6 S 1.9228 -1.0340 -0.1872  0.81
7 H -1.0855 -0.8599 1.8520  0.10
8 H -1.6530 -2.0573 0.6359  0.08
9 H 0.0536 -1.9661 1.0968  0.04
10 H -1.2698 0.6797 0.4685  0.16
11 H -0.2291 -0.6214 -1.9983  0.16
12 H -1.1186 0.8275 -1.7088  0.14
13 H -1.7848 -0.8035 -1.7361  0.19
14 H 2.1950 2.0543 0.5097  0.15
15 H 1.1505 2.0908 -0.9073  0.07
16 H 0.4784 2.3431 0.9059  0.10
17 H 2.0072 -1.0850 1.1729  -0.08

Output
ΔE to the lowest compared entry with this formula, charge and spin: 277.0 kJ/mol
Highest occupied orbital energy: -13.72 eV
SMILES: C[C@H]([NH3+])N(C)S
Charge: +1